The following is a DFT calculation (ωB97M-V/def2-TZVPD) of a cluster of 11 separate species, C11H40N20O13 in total.

Results
Electronic energy = -2516.62251 Ha
Maximum force = 8.07 eV/Å
⟨S²⟩ = 0.757
HOMO level (spin up / spin down) = -0.243 / -0.243 Eh
HOMO-LUMO gap (spin up / spin down) = 8.56 / 5.36 eV
2S+1 = 2
Total charge = -1
M = 660.568 g mol⁻¹

Each line ends with the Löwdin spin population.
Geometry (Å):
C (-0.0248, -0.0635, -0.3670)  0.011
O (0.2270, 0.6579, 0.6067)  0.134
O (0.5949, 0.0510, -1.4210)  0.479
O (-0.7120, -1.0864, -0.2824)  0.371
C (2.8776, -1.6777, -3.6649)  0.000
O (1.8592, -1.9090, -4.2873)  0.001
N (4.1190, -2.0701, -4.0225)  0.000
N (2.7777, -1.2279, -2.4694)  0.000
H (4.3147, -2.4331, -4.9445)  0.000
H (4.8423, -2.0496, -3.3178)  0.000
H (3.6780, -0.9654, -2.0945)  0.000
H (1.9395, -0.8702, -2.0339)  -0.001
C (-2.7442, 1.7365, -1.9429)  0.000
O (-2.4278, 0.7307, -2.5695)  -0.001
N (-3.6203, 2.6518, -2.3350)  0.000
N (-2.2069, 2.0364, -0.7829)  -0.001
H (-3.9121, 3.3682, -1.6856)  0.000
H (-4.2555, 2.3378, -3.0547)  0.000
H (-2.5612, 2.8624, -0.3223)  0.000
H (-1.3913, 1.5722, -0.4096)  -0.001
C (3.1747, 2.7536, 0.3211)  0.000
O (4.0921, 3.6062, 0.2579)  0.003
N (2.5012, 2.4541, 1.3376)  0.001
N (2.5793, 2.1763, -0.7231)  0.003
H (2.5085, 3.1285, 2.0894)  0.000
H (1.7099, 1.8272, 1.3079)  0.000
H (1.8015, 1.5422, -0.8374)  0.002
H (3.0288, 2.3872, -1.6026)  0.000
C (0.4723, 1.9108, -4.5869)  0.000
O (-0.1234, 0.8067, -4.6265)  0.000
N (1.4926, 2.2221, -3.7814)  0.001
N (0.3846, 2.8152, -5.4939)  0.000
H (2.0436, 3.0607, -3.6661)  0.000
H (1.7095, 1.4416, -3.1782)  0.000
H (-0.3669, 2.6971, -6.1582)  0.000
H (0.8145, 3.6944, -5.2441)  0.000
C (-2.2266, 0.3883, 4.1091)  0.000
O (-2.5561, 0.4632, 5.2865)  0.000
N (-3.0057, 0.8736, 3.1664)  0.000
N (-1.0643, 0.0575, 3.7076)  0.000
H (-3.9730, 1.0552, 3.3932)  0.000
H (-2.6665, 0.7940, 2.2184)  0.000
H (-0.7187, 0.0939, 2.7593)  -0.001
H (-0.2758, -0.0051, 4.3357)  0.000
C (0.2041, 3.9443, 3.1734)  0.000
O (0.9314, 4.9090, 3.0276)  0.000
N (-0.1975, 3.3857, 4.3214)  0.000
N (-0.3662, 3.1747, 2.2855)  0.000
H (-0.6960, 2.5125, 4.4163)  0.000
H (0.1008, 3.8741, 5.1536)  0.000
H (-0.6743, 2.2796, 2.6375)  0.000
H (-0.1404, 3.2751, 1.3062)  0.000
C (-1.4546, -3.4717, 1.9436)  0.000
O (-1.8498, -4.2846, 2.7862)  0.001
N (-1.9540, -3.4256, 0.7482)  0.001
N (-0.5688, -2.5211, 2.2191)  0.003
H (-2.7956, -3.9816, 0.6963)  0.000
H (-1.5932, -2.6739, 0.1783)  -0.001
H (-0.3312, -1.9088, 1.4519)  0.001
H (-0.0204, -2.5388, 3.0671)  0.000
C (1.2194, -4.0478, -0.8987)  0.000
O (0.7233, -3.8351, -2.0181)  0.000
N (1.1771, -3.2439, 0.1010)  -0.001
N (1.5740, -5.1692, -0.4636)  0.000
H (0.7434, -2.3582, -0.1170)  -0.001
H (1.5363, -3.4939, 1.0113)  0.000
H (1.5658, -5.8649, -1.1958)  0.000
H (1.7410, -5.3462, 0.5166)  0.000
C (-4.2014, -1.2634, -0.7733)  0.000
O (-3.6307, -1.8808, -1.6835)  0.000
N (-3.5837, -0.7592, 0.2475)  0.001
N (-5.4561, -1.0488, -0.6530)  0.000
H (-2.5743, -0.7265, 0.2361)  0.000
H (-4.1435, -0.5536, 1.0626)  0.000
H (-5.8075, -0.7389, 0.2417)  0.000
H (-6.1203, -1.3266, -1.3614)  0.000
C (3.1157, -1.1201, 2.0301)  0.000
O (3.8139, -1.9240, 2.7172)  0.000
N (1.9529, -0.6031, 2.3591)  0.000
N (3.3572, -0.7672, 0.7859)  0.000
H (1.5914, -0.6682, 3.2999)  0.000
H (1.4585, -0.1048, 1.6330)  -0.001
H (4.1540, -1.0164, 0.2176)  0.000
H (2.4899, -0.5846, 0.3016)  0.000